A molecular structure, C40H52FN8O7PSY, computed with ωB97M-V with the def2-TZVPD basis set.

```
111
Properties=species:S:1:pos:R:3:lowdin_charge:R:1
Y -0.7947 -0.0118 -1.1383 1.566
C 0.9414 -2.6047 2.9272 -0.041
C 1.5332 -2.6683 1.5487 -0.260
C 0.9580 -3.4772 0.5710 -0.017
C 1.5163 -3.5905 -0.6924 -0.261
C 0.8574 -4.4078 -1.7654 -0.037
C 2.6693 -2.8627 -0.9743 -0.014
C 3.2409 -2.0117 -0.0428 -0.253
C 4.4192 -1.1534 -0.4145 -0.045
C 2.6636 -1.9314 1.2239 -0.019
H 1.3211 -1.7420 3.4774 0.064
H 1.1909 -3.5021 3.5002 0.082
H -0.1460 -2.5379 2.8845 0.057
H 0.0399 -4.0096 0.7947 0.121
H 1.5982 -4.9588 -2.3503 0.073
H 0.3091 -3.7552 -2.4482 0.075
H 0.1529 -5.1253 -1.3445 0.076
H 3.1103 -2.9402 -1.9637 0.102
H 4.9285 -0.7730 0.4731 0.070
H 4.0891 -0.2978 -1.0108 0.071
H 5.1498 -1.7133 -1.0021 0.071
H 3.0969 -1.2708 1.9700 0.099
C -4.7097 2.3203 -1.0344 -0.022
C -3.7845 1.1987 -1.4343 -0.478
O -2.8319 0.9541 -0.5980 -0.202
C -3.9328 0.5771 -2.6534 -0.042
C -2.9705 -0.3918 -3.0894 -0.392
C -2.4308 -0.3331 -4.4913 -0.035
N -2.4746 -1.3376 -2.3292 -0.036
N -3.2662 -1.7291 -1.2341 0.071
C -2.7290 -1.8428 -0.0697 -0.480
O -1.5450 -1.4624 0.3470 -0.206
C -3.6109 -2.4656 0.9723 -0.128
C -3.2156 -2.4532 2.3051 -0.042
C -4.0183 -3.0091 3.2918 -0.096
C -5.2299 -3.5913 2.9518 -0.112
C -5.6283 -3.6130 1.6206 -0.096
C -4.8278 -3.0553 0.6383 -0.030
H -4.1912 3.2716 -1.1804 0.081
H -4.9479 2.2264 0.0262 0.073
H -5.6315 2.3339 -1.6134 0.071
H -4.6205 1.0128 -3.3668 0.100
H -3.2613 -0.4967 -5.1848 0.082
H -1.6920 -1.1194 -4.6396 0.070
H -2.0063 0.6448 -4.7205 0.064
H -2.2655 -2.0017 2.5500 0.073
H -3.6956 -2.9906 4.3263 0.095
H -5.8613 -4.0300 3.7149 0.091
H -6.5726 -4.0683 1.3471 0.094
H -5.1319 -3.0572 -0.3991 0.105
O 0.3869 1.1194 0.4633 -0.337
P 0.4203 2.0501 1.6386 0.563
N 1.7863 1.7628 2.5116 -0.171
C 1.9744 2.2001 3.9080 -0.195
C 3.4570 2.5681 3.9849 -0.172
C 4.0888 1.6860 2.9117 -0.173
C 3.0647 1.7585 1.7885 -0.191
N -0.7976 1.8633 2.7316 -0.172
C -0.9672 0.5229 3.3264 -0.195
C -2.3087 0.6482 4.0247 -0.163
C -3.1420 1.4156 2.9994 -0.147
C -2.1398 2.3349 2.2824 -0.167
N 0.3598 3.5916 1.0957 -0.178
C 0.0107 3.9958 -0.2769 -0.190
C 0.4316 5.4556 -0.3068 -0.164
C 0.0960 5.9417 1.1017 -0.166
C 0.4414 4.7449 1.9973 -0.196
H 1.7443 1.3752 4.5896 0.104
H 1.3153 3.0288 4.1659 0.099
H 3.8695 2.4051 4.9807 0.107
H 3.5985 3.6217 3.7308 0.106
H 4.1720 0.6568 3.2699 0.108
H 5.0774 2.0185 2.5972 0.111
H 3.1074 0.9236 1.0909 0.091
H 3.1899 2.6869 1.2138 0.122
H -0.1362 0.2815 3.9884 0.098
H -1.0150 -0.2324 2.5325 0.092
H -2.1889 1.2372 4.9384 0.111
H -2.7388 -0.3175 4.2879 0.096
H -3.9530 1.9776 3.4625 0.107
H -3.5801 0.7297 2.2721 0.107
H -2.2584 3.3873 2.5484 0.106
H -2.2582 2.2267 1.2010 0.083
H -1.0649 3.8936 -0.4566 0.111
H 0.5277 3.3727 -1.0017 0.098
H -0.0855 6.0016 -1.0937 0.104
H 1.5068 5.5282 -0.4876 0.115
H -0.9700 6.1661 1.1773 0.110
H 0.6453 6.8366 1.3936 0.104
H -0.2561 4.6472 2.8355 0.101
H 1.4502 4.8362 2.4167 0.105
F 6.1227 -2.1653 -3.4820 0.080
C 4.9122 -2.4139 -3.9990 -0.203
C 3.9661 -1.4728 -4.0629 0.036
N 2.7239 -1.7190 -4.6006 0.019
C 1.7349 -0.6401 -4.5440 -0.022
C 1.3447 -0.3983 -3.0837 -0.672
O 1.8737 0.5242 -2.4625 -0.003
O 0.4919 -1.2093 -2.5977 -0.142
C 2.3707 -2.9579 -5.0848 -0.471
O 1.3067 -3.2190 -5.5968 0.090
N 3.3768 -3.9139 -4.9733 0.217
C 4.6615 -3.7710 -4.4759 -0.414
O 5.4572 -4.6848 -4.4604 0.087
H 4.1141 -0.4725 -3.6774 0.150
H 0.8789 -0.9458 -5.1385 0.122
H 2.1900 0.2591 -4.9571 0.134
H 3.1284 -4.8287 -5.3214 0.166
S -1.3840 4.2581 -3.8934 0.445
C -1.0704 2.8363 -3.1296 -0.950
N -0.8243 1.8399 -2.5711 -0.003
```

The energy above the lowest of the compared OMol25 structures with the same formula, charge and spin is 9.4 kcal/mol. The calculation puts the orbital gap at 6.95 eV. As for the highest occupied orbital energy: -4.79 eV. The value obtained for the total energy is -92474.740 eV. Its charge is -1.